Density functional theory data (ωB97M-V/def2-TZVPD) for one molecule with the formula C21H23N3O4S in a non-equilibrium geometry.

Bonds (Å) are listed after each position.
Element x y z (Å)
1 C 5.95 0.97 -2.06  C2 1.525, H30 1.086, H31 1.087, H32 1.087
2 C 4.78 1.10 -1.09  C1 1.525, N3 1.444, H33 1.100, H34 1.091
3 N 4.68 -0.04 -0.21  C2 1.444, C4 1.443, S6 1.660
4 C 4.40 -1.35 -0.75  N3 1.443, C5 1.529, H35 1.095, H36 1.091
5 C 3.11 -1.45 -1.57  C4 1.529, H37 1.087, H38 1.088, H39 1.087
6 S 4.16 0.25 1.34  N3 1.660, O7 1.434, O8 1.433, C9 1.794
7 O 4.43 -0.92 2.12  S6 1.434
8 O 4.72 1.50 1.75  S6 1.433
9 C 2.38 0.44 1.22  S6 1.794, C10 1.381, C29 1.383
10 C 1.84 1.62 0.75  C9 1.381, C11 1.383, H40 1.078
11 C 0.47 1.76 0.61  C10 1.383, C12 1.395, H41 1.077
12 C -0.36 0.69 0.94  C11 1.395, N13 1.392, C28 1.398
13 N -1.75 0.75 0.82  C12 1.392, C14 1.369, H42 1.012
14 C -2.52 1.70 0.21  N13 1.369, O15 1.214, C16 1.474
15 O -2.09 2.74 -0.25  C14 1.214
16 C -3.95 1.35 0.18  C14 1.474, C17 1.434, C26 1.379
17 C -4.61 0.08 0.21  C16 1.434, C18 1.462, N24 1.308
18 C -4.04 -1.26 0.18  C17 1.462, C19 1.394, C23 1.393
19 C -2.97 -1.56 -0.66  C18 1.394, C20 1.383, H43 1.081
20 C -2.44 -2.84 -0.68  C19 1.383, C21 1.385, H44 1.080
21 C -2.96 -3.82 0.14  C20 1.385, C22 1.386, H45 1.080
22 C -4.04 -3.54 0.96  C21 1.386, C23 1.383, H46 1.080
23 C -4.58 -2.27 0.98  C18 1.393, C22 1.383, H47 1.079
24 N -5.91 0.25 0.24  C17 1.308, O25 1.354
25 O -6.15 1.59 0.22  N24 1.354, C26 1.336
26 C -4.99 2.25 0.17  C16 1.379, O25 1.336, C27 1.478
27 C -5.01 3.73 0.15  C26 1.478, H48 1.086, H49 1.088, H50 1.089
28 C 0.19 -0.50 1.43  C12 1.398, C29 1.380, H51 1.081
29 C 1.56 -0.62 1.57  C9 1.383, C28 1.380, H52 1.078
30 H 6.86 0.76 -1.51  C1 1.086
31 H 5.78 0.17 -2.78  C1 1.087
32 H 6.07 1.90 -2.60  C1 1.087
33 H 3.84 1.25 -1.65  C2 1.100
34 H 4.94 1.95 -0.44  C2 1.091
35 H 5.25 -1.66 -1.36  C4 1.095
36 H 4.34 -2.01 0.12  C4 1.091
37 H 2.94 -2.48 -1.85  C5 1.087
38 H 2.26 -1.09 -1.00  C5 1.088
39 H 3.19 -0.86 -2.48  C5 1.087
40 H 2.50 2.44 0.52  C10 1.078
41 H 0.04 2.67 0.24  C11 1.077
42 H -2.23 -0.08 1.15  N13 1.012
43 H -2.57 -0.80 -1.32  C19 1.081
44 H -1.61 -3.06 -1.34  C20 1.080
45 H -2.54 -4.82 0.13  C21 1.080
46 H -4.46 -4.31 1.59  C22 1.080
47 H -5.42 -2.03 1.62  C23 1.079
48 H -3.99 4.10 0.04  C27 1.086
49 H -5.61 4.08 -0.69  C27 1.088
50 H -5.45 4.12 1.06  C27 1.089
51 H -0.46 -1.32 1.70  C28 1.081
52 H 2.01 -1.52 1.95  C29 1.078

Kohn-Sham gap, Eh: 0.3391
Energy relative to the best compared isomer or geometry (same formula, charge and spin), kJ/mol: 253.7
E_HOMO, eV: -8.9
SMILES: CCN(CC)S(=O)(=O)c1ccc(NC(=O)c2c(-c3ccccc3)noc2C)cc1
Electronic energy, a.u.: -1677.431909